Here is the ion C6H14N3 with charge +1 from the OMol25 dataset. Energies are from ωB97M-V with the def2-TZVPD basis set.

```
! RIJCOSX wB97M-V def2-TZVPD def2/J DEFGRID3
* xyz 1 1
C -0.87 0.72 -0.43
C -1.70 -0.36 0.23
C 1.13 -0.33 0.11
C -0.71 2.10 0.30
C -2.52 -1.42 -0.60
C 1.99 0.42 1.07
N -0.82 -1.37 0.79
N 0.39 -1.38 0.70
N 2.14 -0.79 -0.96
H -0.83 0.80 -1.49
H -2.27 0.05 1.15
H -1.68 2.45 0.42
H -0.11 2.75 -0.35
H -0.10 1.92 1.24
H -2.91 -2.25 -0.02
H -1.81 -1.82 -1.42
H -3.17 -0.94 -1.32
H 2.55 1.19 0.56
H 2.64 -0.35 1.52
H 1.67 0.94 2.00
H 2.46 -1.67 -0.78
H 2.85 -0.01 -0.85
H 1.70 -0.66 -1.87
*
```

Properties
HOMO energy (spin up / spin down)	-12.595 / -12.595	eV
lowest unoccupied orbital energy (spin up / spin down)	-3.7 / -3.7	eV

=====

Here is the ion C6H14N3O with charge +1 from the OMol25 dataset. Energies are from ωB97M-V with the def2-TZVPD basis set.

```
! RIJCOSX wB97M-V def2-TZVPD def2/J DEFGRID3
* xyz 1 3
C 0.59 -2.14 0.41
C 1.48 -0.30 1.39
C -0.54 -1.10 0.23
C 0.02 0.24 1.07
C -0.15 1.49 0.18
C 0.40 -0.18 -3.07
N 1.52 -1.69 1.03
N -0.73 -0.71 -1.10
N -0.90 0.38 2.29
O 0.47 -1.00 -1.82
H 0.56 -3.10 0.11
H 2.19 0.19 0.80
H 1.91 -0.25 2.42
H -1.45 -1.40 0.67
H 0.71 1.80 -0.41
H -0.16 2.28 0.90
H -0.99 1.31 -0.42
H 1.44 -0.28 -3.37
H 0.17 0.83 -2.77
H -0.52 -0.53 -3.55
H -1.50 -1.19 -1.51
H -0.69 -0.44 2.94
H -1.92 0.19 2.06
H -0.70 1.18 2.86
*
```

Properties
HOMO energy (spin up / spin down)	-8.358 / -12.597	eV
lowest unoccupied orbital energy (spin up / spin down)	-3.6 / -5.8	eV

=====

Here is the ion C6H14N3O3 with charge +1 from the OMol25 dataset. Energies are from ωB97M-V with the def2-TZVPD basis set.

```
! RIJCOSX wB97M-V def2-TZVPD def2/J DEFGRID3
* xyz 1 1
C -2.77 1.42 1.46
C -1.73 0.44 1.07
O -1.74 -0.73 1.38
O -0.69 0.88 0.34
C -0.10 -0.02 -0.57
N -1.08 -0.65 -1.36
C 0.90 0.90 -1.47
N 1.48 1.95 -0.76
O 1.02 0.48 -2.59
N 0.74 -1.11 0.09
C 1.35 -2.23 -0.74
C 1.76 -0.53 1.04
H -3.73 1.34 0.83
H -2.39 2.46 1.30
H -3.03 1.46 2.58
H -1.97 -0.44 -0.92
H -1.09 -0.23 -2.27
H 1.10 2.09 0.20
H 1.71 2.63 -1.41
H 0.13 -1.60 0.76
H 2.03 -1.78 -1.49
H 1.87 -2.78 -0.02
H 0.50 -2.75 -1.22
H 2.53 -0.10 0.32
H 1.17 0.15 1.71
H 2.03 -1.26 1.73
*
```

Properties
SMILES string	CC(=O)O[C@@](N)(C(N)=O)[NH+](C)C
HOMO energy	-14.128	eV
lowest unoccupied orbital energy	-2.9	eV

=====

In eV/A, the maximum force values for the records above are, in order, 5.6, 8.9, 3.9.
In eV, the energy relative to the best compared isomer or geometry (same formula, charge and spin) values for the records above are, in order, 5.2426, 3.5995, 0.6329.